1.
Density functional theory data (wB97M-V/def2-TZVPD) for C24H8AuF4N7O2 as an isolated structure.

CARTESIAN COORDINATES (ANGSTROEM)
1 Au -0.097 0.431 0.241
2 O 0.482 4.263 1.224
3 C 0.528 3.083 1.104
4 N -0.563 2.233 0.812
5 C -1.892 2.645 0.552
6 O -2.310 3.750 0.662
7 C -2.734 1.472 0.112
8 C -4.098 1.563 0.001
9 C -4.813 0.434 -0.384
10 C -4.134 -0.749 -0.638
11 C -2.760 -0.782 -0.511
12 N -2.084 0.318 -0.154
13 C 1.790 2.272 1.286
14 C 2.936 2.822 1.800
15 C 4.019 1.986 2.057
16 C 3.896 0.623 1.826
17 C 2.722 0.128 1.293
18 N 1.712 0.956 0.998
19 H -4.572 2.510 0.226
20 H -5.890 0.478 -0.480
21 H -4.657 -1.647 -0.936
22 H -2.189 -1.681 -0.693
23 H 2.951 3.883 2.013
24 H 4.937 2.393 2.457
25 H 4.700 -0.062 2.057
26 H 2.577 -0.924 1.097
27 F 1.520 -3.228 -5.422
28 C 2.546 -2.780 -4.723
29 C 3.718 -2.552 -5.351
30 F 3.805 -2.805 -6.631
31 C 4.866 -1.964 -4.672
32 C 4.669 -1.692 -3.256
33 C 3.507 -1.973 -2.640
34 F 3.407 -1.775 -1.321
35 C 2.358 -2.477 -3.335
36 C 1.116 -2.597 -2.713
37 C 0.799 -1.866 -1.562
38 N 0.450 -1.369 -0.575
39 C 0.050 -3.402 -3.233
40 N -0.792 -4.073 -3.632
41 F 5.658 -1.197 -2.547
42 C 6.034 -1.684 -5.315
43 C 6.329 -2.126 -6.646
44 N 6.569 -2.466 -7.717
45 C 7.079 -0.906 -4.711
46 N 7.922 -0.287 -4.237

Values from the calculation:
- energy above the lowest of the compared OMol25 structures with the same formula, charge and spin (kJ/mol) = 0.0
- frontier orbital gap (spin up / spin down) (eV) = 5.9 / 5.9
- HOMO energy (spin up / spin down) (eV) = -14.952 / -14.953
- net charge = +2

2.
Density functional theory data (wB97M-V/def2-TZVPD) for a 2-piece molecular cluster, C25H15BF6N3O8S2 overall.

CARTESIAN COORDINATES (ANGSTROEM)
1 C -3.823 6.305 2.289
2 C -3.252 5.033 2.803
3 C -2.831 4.751 4.085
4 C -2.266 3.432 4.242
5 C -2.203 2.736 3.059
6 B -1.721 1.161 2.851
7 C -0.143 1.551 2.900
8 C 0.478 2.038 1.769
9 C 1.846 2.332 1.796
10 C 2.539 2.200 2.991
11 C 4.034 2.390 3.010
12 F 4.451 3.066 4.120
13 F 4.676 1.176 3.019
14 F 4.488 3.067 1.916
15 C 1.891 1.823 4.160
16 C 0.532 1.512 4.113
17 O -2.261 0.388 3.988
18 C -3.442 -0.085 3.529
19 C -3.591 0.177 2.138
20 C -4.822 0.025 1.514
21 C -5.874 -0.492 2.271
22 C -5.710 -0.796 3.627
23 C -4.502 -0.570 4.283
24 O -2.480 0.766 1.637
25 S -2.954 3.648 1.782
26 H -4.038 6.984 3.121
27 H -3.111 6.805 1.620
28 H -4.754 6.130 1.738
29 H -2.933 5.469 4.897
30 H -1.919 3.067 5.207
31 H -0.101 2.210 0.858
32 H 2.354 2.658 0.894
33 H 2.443 1.758 5.098
34 H -0.004 1.264 5.031
35 H -4.918 0.304 0.469
36 H -6.830 -0.675 1.781
37 H -6.548 -1.222 4.179
38 H -4.347 -0.766 5.342
39 O -1.807 -4.719 1.293
40 S -1.486 -3.397 0.808
41 O -0.491 -3.148 -0.207
42 C -3.104 -2.801 0.047
43 F -3.357 -3.491 -1.075
44 F -4.102 -3.003 0.936
45 F -2.997 -1.486 -0.250
46 C -1.057 -2.380 2.250
47 C -0.361 -1.148 2.064
48 C 0.912 -1.182 2.637
49 N 2.114 -0.834 2.015
50 O 2.370 -0.314 0.940
51 O 3.147 -1.343 2.853
52 N 2.617 -2.052 3.914
53 C 1.264 -1.973 3.749
54 C 0.284 -2.917 4.239
55 N 0.529 -3.745 5.401
56 O 1.491 -3.513 6.154
57 O -0.284 -4.675 5.618
58 C -0.835 -3.137 3.424
59 H -0.587 -0.394 1.321
60 H -1.497 -3.970 3.645

Values from the calculation:
- energy above the lowest of the compared OMol25 structures with the same formula, charge and spin (kJ/mol) = 0.0
- frontier orbital gap (eV) = 4.9
- HOMO energy (eV) = -4.949
- net charge = -1

3.
Density functional theory data (wB97M-V/def2-TZVPD) for C25H16Cl6N4O5SSr as an isolated structure.

CARTESIAN COORDINATES (ANGSTROEM)
1 Sr -0.067 0.376 -0.354
2 S -1.166 0.969 2.423
3 C -0.033 2.253 2.257
4 C 0.018 3.320 3.192
5 C 0.917 4.341 3.024
6 C 1.782 4.332 1.924
7 C 1.681 3.268 1.055
8 N 0.823 2.256 1.209
9 H -0.673 3.304 4.023
10 H 0.951 5.158 3.738
11 H 2.496 5.125 1.749
12 H 2.313 3.215 0.174
13 Cl 1.566 -1.531 1.715
14 C 1.956 -2.395 0.162
15 C 1.971 -1.604 -1.062
16 C 1.359 -2.397 -2.126
17 Cl 0.110 -1.581 -3.220
18 C 1.465 -3.748 -2.177
19 Cl 0.840 -4.689 -3.559
20 C 1.997 -4.443 -1.075
21 Cl 2.907 -5.937 -1.302
22 C 2.073 -3.743 0.156
23 Cl 2.156 -4.684 1.661
24 O -5.672 1.813 -2.931
25 C -5.719 0.513 -2.755
26 O -6.678 -0.154 -3.090
27 C -4.523 -0.115 -2.125
28 C -4.357 -1.464 -1.860
29 Cl -5.430 -2.765 -2.088
30 N -3.143 -1.638 -1.299
31 N -2.509 -0.466 -1.174
32 C -3.312 0.460 -1.661
33 C -2.798 1.886 -1.633
34 O -3.549 2.774 -2.106
35 O -1.667 2.043 -1.134
36 C -2.488 -2.815 -0.824
37 C -2.337 -3.918 -1.648
38 C -1.617 -5.005 -1.185
39 C -1.028 -4.973 0.072
40 C -1.175 -3.856 0.880
41 C -1.918 -2.773 0.439
42 H -4.782 2.228 -2.586
43 H -2.731 -3.900 -2.655
44 H -1.452 -5.852 -1.838
45 H -0.406 -5.795 0.402
46 H -0.677 -3.807 1.839
47 H -2.035 -1.889 1.058
48 N 2.731 0.805 -3.823
49 C 2.397 0.988 -2.513
50 O 1.321 1.485 -2.201
51 C 3.405 0.524 -1.502
52 C 3.347 -1.015 -1.391
53 H 1.936 0.779 -4.445
54 H 3.432 0.104 -4.005
55 H 3.149 0.970 -0.540
56 H 4.408 0.857 -1.793
57 H 4.066 -1.311 -0.617
58 H 3.713 -1.450 -2.335

Values from the calculation:
- energy above the lowest of the compared OMol25 structures with the same formula, charge and spin (kJ/mol) = 0.0
- frontier orbital gap (eV) = 5.1
- HOMO energy (eV) = -0.705
- net charge = -2

4.
Density functional theory data (wB97M-V/def2-TZVPD) for C25H16N7S2V as an isolated structure.

CARTESIAN COORDINATES (ANGSTROEM)
1 V 0.620 0.528 -1.851
2 C 4.721 0.326 -2.430
3 C 3.348 0.328 -2.638
4 N 2.522 0.436 -1.577
5 C 3.021 0.513 -0.305
6 C 4.392 0.464 -0.146
7 N 5.211 0.385 -1.196
8 C 1.957 0.672 0.705
9 C 2.067 0.740 2.065
10 C 0.900 0.907 2.854
11 C -0.341 1.068 2.193
12 C -0.383 1.010 0.827
13 N 0.744 0.776 0.099
14 C -1.522 1.137 -0.101
15 C -2.730 0.580 -0.068
16 N -3.635 0.610 -1.149
17 C -3.655 1.113 -2.489
18 C -2.365 1.452 -3.208
19 N -1.043 1.624 -1.410
20 C 0.986 0.933 4.303
21 C 2.095 1.491 4.940
22 C 2.118 1.487 6.328
23 N 1.150 0.942 7.064
24 C 0.097 0.401 6.452
25 C -0.044 0.388 5.071
26 H 5.420 0.275 -3.257
27 H 2.915 0.272 -3.634
28 H 4.854 0.503 0.835
29 H 3.035 0.666 2.544
30 H -1.234 1.289 2.762
31 H -3.099 0.072 0.816
32 H -4.501 1.764 -2.711
33 H -2.407 1.480 -4.294
34 H 2.894 1.968 4.386
35 H 2.942 1.936 6.866
36 H -0.661 -0.036 7.088
37 H -0.912 -0.077 4.619
38 S -1.793 2.993 -2.308
39 C -1.277 0.731 -2.475
40 N -0.861 -0.523 -2.229
41 C -1.521 -1.699 -2.618
42 C -0.773 -2.833 -2.908
43 C -1.394 -4.011 -3.309
44 C -2.774 -4.066 -3.405
45 C -3.549 -2.953 -3.058
46 C -2.938 -1.770 -2.679
47 S -4.202 -0.618 -2.179
48 H 0.307 -2.780 -2.838
49 H -0.798 -4.884 -3.543
50 H -3.266 -4.979 -3.721
51 H -4.633 -3.034 -3.083

Values from the calculation:
- frontier orbital gap (spin up / spin down) (eV) = 3.2 / 3.2
- HOMO energy (spin up / spin down) (eV) = -18.452 / -18.452
- net charge = +4

Number 1: molecular weight 699.334 g/mol, maximum force 0.84 eV/A. Number 2: molecular weight 674.342 g/mol, maximum force 3.49 eV/A. Number 3: molecular weight 784.831 g/mol, maximum force 0.59 eV/A. Number 4: molecular weight 529.530 g/mol, maximum force 1.59 eV/A.